Record 1
20
Properties=species:S:1:pos:R:3:mulliken_charge:R:1 method="wB97M-V/def2-TZVPD" multiplicity=1 smiles=NCCNCN.O de_lowest_kj_mol=103.0 homo_ev=-9.1 gap_ha=0.3706 lumo_ha=0.0364
N -0.67 -0.29 -2.59 -0.57
C -1.10 -1.01 -1.35 -0.59
C -1.43 -0.03 -0.25 -0.70
N -0.23 0.39 0.47 -0.20
C -0.41 0.93 1.80 -0.57
N 0.79 0.66 2.57 -0.55
H -1.23 0.55 -2.65 0.21
H -0.94 -0.85 -3.38 0.24
H -0.24 -1.60 -1.03 0.32
H -1.93 -1.69 -1.54 0.32
H -1.97 0.82 -0.69 0.33
H -2.11 -0.46 0.49 0.40
H 0.34 1.01 -0.10 0.35
H -1.32 0.48 2.20 0.30
H -0.55 2.02 1.84 0.32
H 0.75 1.09 3.48 0.22
H 0.97 -0.33 2.65 0.20
O 2.73 -0.67 -0.48 -0.67
H 2.59 -0.32 -1.37 0.32
H 2.11 -0.17 0.07 0.32

=====

Record 2
20
Properties=species:S:1:pos:R:3:mulliken_charge:R:1 method="wB97M-V/def2-TZVPD" multiplicity=1 de_lowest_kj_mol=464.8 homo_ev="-12.3 / -12.3" charge=+1 gap_ha="0.2977 / 0.2978" lumo_ha="-0.1543 / -0.1543"
C -0.32 0.83 -0.55 -0.12
C 1.77 0.37 0.23 -0.17
C -0.58 1.71 0.65 -1.43
C -1.60 -1.56 -0.88 -0.88
N 0.91 0.40 -0.79 0.03
N -0.18 -1.15 1.21 -0.81
N -1.04 -0.82 0.30 0.21
S 3.29 -0.49 0.15 -0.13
H -0.96 1.07 -1.41 0.57
H 1.78 0.98 1.13 0.27
H -1.60 2.22 0.77 0.26
H 0.16 2.45 0.73 0.36
H -0.51 0.90 1.42 0.56
H -1.99 -2.55 -0.59 0.34
H -2.38 -1.04 -1.23 0.43
H -0.83 -1.64 -1.69 0.27
H 1.22 -0.14 -1.72 0.40
H 0.58 -1.73 0.82 0.27
H -1.82 -0.29 0.65 0.36
H 4.09 0.48 0.81 0.23

=====

Record 3
15
Properties=species:S:1:pos:R:3:mulliken_charge:R:1 method="wB97M-V/def2-TZVPD" multiplicity=1 de_lowest_kj_mol=328.7 homo_ev=-9.1 gap_ha=0.3748 lumo_ha=0.0413
C -2.08 0.29 0.58 -1.29
C -1.09 -0.41 -0.33 -0.14
C 0.26 -0.06 0.19 -0.50
O 1.29 -0.72 -0.51 -0.33
C 2.57 -0.09 -0.53 -0.71
H -1.79 1.30 0.90 0.36
H -2.85 0.48 -0.22 0.37
H -2.57 -0.30 1.37 0.35
H -1.37 -0.08 -1.33 0.33
H -1.22 -1.50 -0.28 0.19
H -0.44 -0.08 1.47 0.20
H 0.53 1.00 0.28 0.31
H 3.25 -0.70 -1.14 0.24
H 2.54 0.92 -0.96 0.32
H 2.97 -0.03 0.49 0.31

=====

Record 4
28
Properties=species:S:1:pos:R:3:mulliken_charge:R:1 method="wB97M-V/def2-TZVPD" multiplicity=1 de_lowest_kj_mol=166.8 homo_ev="-12.7 / -12.7" charge=+1 gap_ha="0.3425 / 0.3424" lumo_ha="-0.1235 / -0.1235"
C 1.76 -0.04 0.30 0.73
C -2.52 0.75 -0.91 -0.77
C -1.39 -0.40 0.97 -0.48
C -3.75 -0.14 -0.64 -0.67
C -2.64 -1.27 1.07 -0.68
C 4.59 -0.26 -0.44 -0.92
C 4.07 0.51 0.71 -0.31
C -0.06 0.90 -0.74 -0.60
N -1.24 0.09 -0.46 -0.26
O 1.60 -1.17 0.56 -0.42
O -3.82 -0.58 0.68 -0.39
O 2.66 0.89 0.45 -0.26
Br -0.17 2.61 0.24 -0.08
H -2.37 1.09 -1.90 0.58
H -2.66 1.54 -0.31 0.51
H -1.54 0.50 1.60 0.37
H -0.48 -0.78 1.21 0.44
H -4.56 0.36 -1.13 0.44
H -3.48 -1.04 -1.28 0.35
H -2.53 -2.20 0.47 0.36
H -2.85 -1.63 2.02 0.43
H 4.54 0.29 -1.41 0.29
H 5.64 -0.45 -0.23 0.37
H 3.97 -1.26 -0.50 0.30
H 4.46 1.46 0.93 0.32
H 3.82 -0.05 1.62 0.34
H 0.14 1.07 -1.81 0.53
H -1.19 -0.77 -1.09 0.48

=====

Record 5
14
Properties=species:S:1:pos:R:3:mulliken_charge:R:1 method="wB97M-V/def2-TZVPD" multiplicity=1 smiles="CC[C@@H](S)C([O-])=S" de_lowest_kj_mol=60.2 homo_ev=-3.5 charge=-1 gap_ha=0.2536 lumo_ha=0.1255
C 0.95 -0.70 0.41 -0.92
C -0.42 0.04 0.42 -0.41
C -0.63 0.59 -1.05 -0.47
S -2.09 1.70 -0.93 -0.36
C 0.56 1.49 -1.58 0.40
O 0.59 2.68 -1.31 -0.64
S 1.64 0.61 -2.52 -0.54
H 1.47 -0.70 -0.68 0.11
H 0.79 -1.81 0.58 0.31
H 1.59 -0.21 1.06 0.27
H -0.50 0.96 1.04 0.30
H -1.19 -0.73 0.66 0.30
H -0.80 -0.24 -1.59 0.49
H -1.41 2.88 -0.85 0.16

=====

Record 6
21
Properties=species:S:1:pos:R:3:mulliken_charge:R:1 method="wB97M-V/def2-TZVPD" multiplicity=1 smiles="CC[C@H]1N=CN(NOC(F)F)O1" homo_ev=-9.1 gap_ha=0.3644 lumo_ha=0.0306
C -2.26 0.79 -2.49 -0.92
C -1.53 -0.37 -1.78 -0.44
C -1.57 -0.12 -0.25 0.12
N -1.22 -1.39 0.36 -0.54
C -0.13 -1.34 0.94 -0.16
N 0.45 -0.06 0.89 0.49
N 1.80 -0.05 0.48 -0.45
O 2.52 0.88 1.29 -0.25
C 3.02 0.38 2.48 0.43
F 4.30 0.82 2.56 -0.25
F 2.36 0.90 3.54 -0.25
O -0.49 0.72 0.25 -0.39
H -2.05 0.66 -3.57 0.31
H -3.36 0.68 -2.29 0.28
H -1.80 1.80 -2.06 0.25
H -0.50 -0.56 -2.12 0.26
H -2.13 -1.34 -1.85 0.28
H -2.51 0.16 0.17 0.36
H 0.23 -2.24 1.51 0.34
H 1.94 0.46 -0.51 0.31
H 2.93 -0.79 2.46 0.21

=====

Record 7
81
Properties=species:S:1:pos:R:3:mulliken_charge:R:1 method="wB97M-V/def2-TZVPD" multiplicity=2 s_squared=0.784 de_lowest_kj_mol=344.3 homo_ev="-13.7 / -14.0" charge=+2 gap_ha="0.2801 / 0.2343" lumo_ha="-0.2230 / -0.2809"
Ir -1.75 -0.84 -0.66 0.16
O -3.56 0.12 -4.16 -0.55
C -2.89 0.02 -3.18 0.17
N -2.83 -1.07 -2.31 0.26
C -3.59 -2.23 -2.42 0.34
O -4.33 -2.52 -3.31 -0.55
C -3.36 -3.17 -1.24 0.41
C -3.96 -4.41 -1.24 -0.71
C -3.78 -5.24 -0.14 -0.42
C -3.01 -4.78 0.92 -1.05
C -2.43 -3.53 0.84 0.09
N -2.60 -2.74 -0.21 0.08
C -1.97 1.15 -2.74 0.28
C -1.81 2.26 -3.55 -0.52
C -1.03 3.31 -3.09 -0.78
C -0.46 3.22 -1.83 -1.01
C -0.65 2.08 -1.08 -0.09
N -1.38 1.06 -1.52 0.10
H -4.57 -4.69 -2.09 0.57
H -4.24 -6.22 -0.10 0.48
H -2.85 -5.39 1.80 0.49
H -1.82 -3.13 1.64 0.43
H -2.32 2.28 -4.50 0.59
H -0.88 4.19 -3.70 0.50
H 0.13 4.04 -1.43 0.55
H -0.27 1.97 -0.08 0.83
S 2.54 -2.27 0.57 -0.20
C 1.84 -2.90 -0.86 1.72
C 2.43 -3.91 -1.60 -0.86
C 1.81 -4.32 -2.78 -0.66
C 0.62 -3.71 -3.19 -1.17
C 0.04 -2.72 -2.44 -0.81
C 0.65 -2.29 -1.23 -0.23
N 0.10 -1.37 -0.39 0.31
C 1.24 -1.07 0.88 1.43
C -1.17 -0.60 2.40 1.09
C -1.66 -0.38 3.70 -0.28
C -2.92 0.16 3.88 -0.86
C -3.69 0.50 2.77 -1.00
C -3.15 0.29 1.51 -0.71
C -1.90 -0.28 1.30 -0.25
H 3.35 -4.36 -1.28 0.47
H 2.26 -5.10 -3.37 0.45
H 0.15 -4.03 -4.11 0.50
H -0.88 -2.25 -2.76 0.54
H -1.05 -0.66 4.55 0.52
H -3.31 0.30 4.88 0.46
H -4.68 0.91 2.88 0.51
H -3.77 0.54 0.65 0.50
C 5.13 2.23 0.89 -0.97
C 5.09 0.97 0.03 0.03
C 4.45 1.18 -1.34 -0.98
C 2.97 1.54 -1.29 -1.17
N 2.18 0.44 -0.73 0.46
C 1.64 0.32 0.47 -1.20
S 0.34 -1.53 2.33 -0.45
N 1.51 1.40 1.22 0.98
C 1.24 1.58 2.66 -0.31
C 1.41 3.05 3.00 -1.03
C 0.42 3.96 2.27 -0.10
C -1.04 3.63 2.59 -0.89
H 5.72 2.06 1.79 0.39
H 4.14 2.54 1.22 0.00
H 5.58 3.06 0.35 0.35
H 4.58 0.16 0.56 -0.02
H 6.11 0.61 -0.13 0.43
H 4.57 0.29 -1.96 0.41
H 4.96 1.99 -1.87 0.44
H 2.58 1.76 -2.28 0.34
H 2.82 2.45 -0.69 0.56
H 2.31 -0.44 -1.22 0.25
H 1.83 2.25 0.78 0.12
H 1.93 0.96 3.23 0.47
H 0.23 1.27 2.88 -0.13
H 2.44 3.36 2.81 0.26
H 1.27 3.14 4.08 0.46
H 0.58 3.91 1.19 0.01
H 0.64 4.99 2.54 0.46
H -1.33 2.65 2.22 -0.05
H -1.71 4.36 2.14 0.42
H -1.21 3.64 3.67 0.34

=====

Record 8
8
Properties=species:S:1:pos:R:3:mulliken_charge:R:1 method="wB97M-V/def2-TZVPD" multiplicity=1 de_lowest_kj_mol=392.4 homo_ev=-9.7 gap_ha=0.3695 lumo_ha=0.0142
C -0.40 0.05 -0.78 -0.25
Si 0.64 -0.22 0.85 0.42
Cl -1.49 -1.24 -1.23 -0.13
Br 0.38 0.92 -2.24 -0.06
H -1.39 1.08 -0.21 0.24
H -0.57 -0.46 1.72 -0.06
H 1.29 1.20 0.94 -0.06
H 1.53 -1.32 0.94 -0.10

=====

Record 9
40
Properties=species:S:1:pos:R:3:mulliken_charge:R:1 method="wB97M-V/def2-TZVPD" multiplicity=1 de_lowest_kj_mol=255.4 homo_ev=-9.3 charge=-1 gap_ha=0.4179 lumo_ha=0.0748
As -0.98 -0.15 0.52 2.04
F -2.23 0.29 -0.61 -0.46
F -1.09 1.47 1.33 -0.53
F 0.23 -0.52 1.76 -0.48
F -0.86 -1.87 -0.19 -0.56
F 0.33 0.41 -0.60 -0.52
F -2.27 -0.90 1.57 -0.51
O 2.68 -5.03 -0.91 -0.64
H 2.39 -5.35 -1.76 0.31
H 1.95 -4.51 -0.58 0.34
O 2.42 -1.75 5.82 -0.66
H 3.10 -1.29 5.32 0.32
H 1.69 -1.84 5.21 0.34
O 4.17 3.42 -0.56 -0.65
H 4.27 3.50 0.39 0.31
H 3.34 2.95 -0.69 0.34
O 0.40 -2.74 -4.87 -0.64
H 0.19 -3.48 -4.30 0.31
H 0.45 -1.99 -4.29 0.34
O -3.82 5.24 -3.02 -0.66
H -3.36 4.43 -3.23 0.33
H -4.22 5.08 -2.16 0.33
O -3.75 -6.52 -2.62 -0.64
H -2.81 -6.47 -2.76 0.31
H -3.85 -6.58 -1.67 0.33
O 5.71 -0.21 3.29 -0.63
H 5.03 0.28 2.83 0.32
H 6.33 0.46 3.58 0.31
O 0.41 2.85 -5.66 -0.64
H 0.78 2.18 -5.08 0.32
H 1.15 3.13 -6.19 0.32
O 2.74 3.99 3.90 -0.63
H 1.83 4.26 3.81 0.32
H 3.19 4.77 4.23 0.31
O -4.04 5.53 1.09 -0.66
H -3.46 4.78 1.24 0.34
H -3.45 6.24 0.85 0.32
O -4.81 -5.06 1.79 -0.66
H -5.60 -4.67 1.42 0.32
H -4.16 -4.35 1.79 0.34

=====

Record 10
19
Properties=species:S:1:pos:R:3:mulliken_charge:R:1 method="wB97M-V/def2-TZVPD" multiplicity=1 de_lowest_kj_mol=13.9 homo_ev=-8.9 gap_ha=0.3080 lumo_ha=-0.0204
C -1.21 -1.11 -0.81 -0.39
C -2.29 -0.74 -1.57 -0.14
C -1.09 -0.55 0.55 0.60
C -1.89 0.74 0.78 -0.20
C -3.09 0.79 -0.08 0.15
N 2.13 0.12 0.94 -0.43
O -0.45 -1.08 1.45 -0.62
O 0.68 1.69 -0.35 -0.55
O 2.93 1.32 -1.22 -0.47
O -3.11 0.16 -1.28 -0.29
S -4.46 1.60 0.33 -0.25
S 2.03 1.61 0.16 0.56
H -0.44 -1.93 -0.95 0.26
H -2.50 -1.15 -2.53 0.43
H -2.21 0.75 1.93 0.29
H -1.09 1.54 0.55 0.24
H 2.06 -0.84 0.56 0.25
H 2.03 0.30 1.94 0.23
H 3.69 0.89 -0.88 0.33

=====

Record 11
14
Properties=species:S:1:pos:R:3:mulliken_charge:R:1 method="wB97M-V/def2-TZVPD" multiplicity=1 smiles=CN(N)C#N.N#CS de_lowest_kj_mol=318.3 homo_ev=-9.2 gap_ha=0.3637 lumo_ha=0.0261
C 1.54 -0.71 0.24 -0.88
N 0.29 -0.12 -0.17 0.25
N 0.22 1.22 -0.58 -0.63
C -0.62 -1.02 -0.38 0.40
N -1.52 -1.74 -0.36 -0.55
H 2.16 0.16 0.64 0.30
H 1.59 -1.27 1.24 0.31
H 2.08 -1.23 -0.60 0.31
H 0.60 1.27 -1.48 0.23
H -0.74 1.54 -0.60 0.33
N -2.91 1.74 -0.30 -0.51
C -3.59 0.85 -0.10 0.45
S -4.54 -0.47 0.11 -0.22
H -3.70 -1.36 -0.49 0.21

=====

Record 12
40
Properties=species:S:1:pos:R:3:mulliken_charge:R:1 method="wB97M-V/def2-TZVPD" multiplicity=1 smiles="CCCNC(=O)C(=O)NC[C@H]1CCCN1CC" de_lowest_kj_mol=0.0 homo_ev=-8.4 gap_ha=0.3404 lumo_ha=0.0323
C -6.12 -0.18 -1.40 -1.15
C -5.87 0.42 -0.02 -0.29
C -4.83 -0.36 0.79 -0.79
N -3.52 -0.31 0.19 -0.07
C -2.48 0.34 0.70 0.50
O -2.44 0.93 1.76 -0.71
C -1.25 0.25 -0.22 0.60
O -1.29 -0.35 -1.28 -0.72
N -0.21 0.92 0.28 -0.02
C 1.10 0.95 -0.31 -1.09
C 2.10 0.08 0.48 0.00
C 1.70 -1.39 0.51 -0.65
C 3.04 -2.11 0.63 -0.82
C 3.94 -1.24 -0.25 -0.71
N 3.40 0.12 -0.17 0.19
C 4.31 1.12 0.33 -0.47
C 5.36 1.48 -0.72 -1.26
H -6.90 0.36 -1.91 0.35
H -6.42 -1.22 -1.31 0.30
H -5.22 -0.14 -2.01 0.32
H -5.52 1.46 -0.13 0.26
H -6.80 0.44 0.54 0.32
H -5.15 -1.41 0.87 0.34
H -4.73 0.07 1.79 0.34
H -3.37 -0.74 -0.72 0.27
H -0.36 1.33 1.19 0.26
H 1.46 1.98 -0.36 0.32
H 1.02 0.55 -1.33 0.35
H 2.16 0.47 1.51 0.16
H 1.21 -1.66 -0.43 0.29
H 1.01 -1.62 1.33 0.38
H 3.38 -2.08 1.67 0.33
H 3.00 -3.14 0.30 0.39
H 3.89 -1.58 -1.29 0.27
H 4.98 -1.27 0.08 0.43
H 3.73 2.02 0.57 0.41
H 4.82 0.79 1.26 0.34
H 5.99 0.62 -0.95 0.31
H 4.87 1.81 -1.63 0.32
H 6.00 2.28 -0.35 0.42